Density functional theory data (the ωB97M-V functional and the def2-TZVPD basis) for a 6-piece molecular cluster, C31H45F15INO17S overall at a distorted geometry.

Values from the calculation:
- E_LUMO: -1.051 eV
- Total charge: 0
- E_tot: -128862.8200 eV
- SMILES: C[C@]1(CCCCO)OS(=O)(=O)O[C@@]1(CCCI)CON=O.CCOC(=O)C(F)(F)F.CCOC(=O)C(F)(F)F.CCOC(=O)C(F)(F)F.CCOC(=O)C(F)(F)F.CCOC(=O)C(F)(F)F
- Orbital gap: 8.585 eV
- E_HOMO: -9.636 eV

Last column: Löwdin charge in e.
Positions of all 111 atoms, in Å:
C -1.7699 2.5224 2.9046  0.00
C -1.0804 1.2282 2.1004  -0.32
C 0.0128 0.3650 3.0165  -0.09
C 1.4640 0.1536 2.2601  -0.18
C 2.4036 -0.9033 3.1531  -0.17
C 3.3418 -1.8055 2.1183  -0.23
O 2.4880 -2.8940 1.5925  -0.15
O -0.1579 1.9689 1.1779  -0.27
S -0.9115 2.3293 -0.3133  0.90
O -1.1629 3.8562 -0.2999  -0.31
O -0.3526 1.6582 -1.6133  -0.32
O -2.3000 1.3415 -0.0112  -0.25
C -2.1179 0.3892 1.1346  -0.28
C -3.6682 0.2071 1.6391  -0.10
C -3.8416 -0.4359 3.1370  -0.26
C -5.0635 0.3348 3.9789  -0.63
I -6.9035 -0.9237 4.0772  0.64
C -1.5891 -0.9493 0.3459  -0.08
O -1.1756 -2.0622 1.2146  -0.17
N -1.4849 -3.1756 0.4760  -0.01
O -2.2946 -3.7608 1.1956  0.05
H -1.9653 3.4278 2.1516  0.10
H -1.0237 2.9021 3.7548  0.11
H -2.8221 2.2581 3.3648  0.08
H -0.3933 -0.6960 3.3292  0.12
H 0.2219 1.0340 3.9810  0.13
H 2.1059 1.1313 2.1691  0.13
H 1.3599 -0.3391 1.1945  0.11
H 3.1298 -0.3021 3.8540  0.11
H 1.7279 -1.5884 3.8308  0.12
H 3.6597 -1.0912 1.2223  0.13
H 4.2982 -2.2200 2.6543  0.13
H 1.8666 -2.5125 0.9052  0.09
H -4.1468 1.2972 1.6716  0.13
H -4.2802 -0.3775 0.8173  0.15
H -2.8823 -0.3769 3.8159  0.11
H -4.2022 -1.5705 3.0527  0.09
H -5.4189 1.3287 3.4451  0.05
H -4.6841 0.5852 5.0755  0.07
H -0.7163 -0.6701 -0.4065  0.14
H -2.4828 -1.3644 -0.3274  0.16
C -4.3338 3.1267 -3.4857  -0.06
C -3.9348 4.0815 -2.3755  -0.20
O -5.0668 4.8489 -1.9390  0.02
C -5.9043 4.2322 -1.0449  -0.32
O -5.7347 3.0930 -0.6209  0.14
C -7.0320 5.1764 -0.6279  -0.47
F -7.5866 5.8359 -1.6857  0.14
F -6.6011 6.1399 0.2360  0.14
F -8.0596 4.5361 -0.0017  0.14
H -4.8141 3.6695 -4.3059  0.09
H -3.4592 2.5982 -3.8744  0.07
H -5.0556 2.3863 -3.1290  0.08
H -3.1943 4.7945 -2.7541  0.12
H -3.4719 3.5534 -1.5343  0.10
C 0.7487 6.2082 -5.0100  -0.06
C -0.0089 6.1612 -6.3243  -0.21
O -0.2407 4.8022 -6.7246  0.01
C -1.3106 4.1755 -6.1385  -0.31
O -2.0485 4.7069 -5.3142  0.14
C -1.4708 2.7591 -6.6912  -0.46
F -0.2872 2.0848 -6.7666  0.14
F -1.9896 2.7566 -7.9527  0.15
F -2.3000 1.9830 -5.9375  0.13
H 1.6738 5.6273 -5.0782  0.08
H 0.9960 7.2390 -4.7427  0.08
H 0.1587 5.7721 -4.1987  0.08
H 0.5945 6.6260 -7.1117  0.13
H -0.9503 6.7191 -6.2691  0.13
C 4.9966 -6.1535 1.5981  -0.06
C 5.3427 -5.2746 0.4101  -0.21
O 6.6994 -4.8142 0.5015  0.01
C 7.6634 -5.6914 0.0747  -0.32
O 7.4240 -6.8130 -0.3624  0.14
C 9.0501 -5.0562 0.1789  -0.47
F 9.2450 -4.4052 1.3620  0.14
F 9.2663 -4.1331 -0.8018  0.14
F 10.0618 -5.9639 0.0765  0.13
H 5.1992 -5.6287 2.5370  0.08
H 3.9420 -6.4406 1.5727  0.09
H 5.6032 -7.0637 1.6055  0.08
H 4.7040 -4.3846 0.4146  0.11
H 5.1677 -5.7911 -0.5402  0.13
C 10.2667 -8.2185 -2.0544  -0.06
C 11.7471 -8.5399 -1.9618  -0.21
O 11.9748 -9.9389 -2.1893  0.01
C 12.0175 -10.3370 -3.5010  -0.32
O 11.8711 -9.5762 -4.4530  0.14
C 12.3164 -11.8331 -3.5977  -0.47
F 11.5829 -12.5759 -2.7192  0.14
F 13.6245 -12.1130 -3.3309  0.14
F 12.0614 -12.3494 -4.8332  0.14
H 9.6917 -8.8534 -1.3729  0.09
H 10.0818 -7.1705 -1.8037  0.06
H 9.8845 -8.4061 -3.0620  0.08
H 12.1072 -8.3194 -0.9510  0.13
H 12.3379 -7.9294 -2.6538  0.13
C -10.4765 6.8294 2.4322  -0.06
C -9.0328 6.7816 2.8982  -0.21
O -8.9647 6.7964 4.3320  0.01
C -9.1582 5.5910 4.9570  -0.32
O -9.3822 4.5400 4.3639  0.15
C -9.0083 5.7419 6.4709  -0.47
F -9.6602 6.8364 6.9593  0.14
F -7.7041 5.8787 6.8460  0.14
F -9.4933 4.6732 7.1642  0.14
H -10.9931 7.6905 2.8679  0.08
H -10.5292 6.8984 1.3424  0.08
H -11.0233 5.9369 2.7496  0.08
H -8.5045 7.6741 2.5456  0.13
H -8.5043 5.9128 2.4900  0.11

Cartesian forces, eV/Å:
-0.52 -0.04 0.06
0.52 0.72 0.81
0.33 0.51 0.06
0.75 -1.05 0.65
0.48 0.29 -0.30
-1.13 1.33 0.15
0.49 1.39 -0.56
-1.55 -0.45 -2.76
-0.26 0.30 -2.00
0.69 -6.01 -0.15
-1.49 2.93 5.45
1.91 1.27 0.58
-0.67 0.24 -0.79
-0.11 0.93 0.55
-1.20 -0.59 0.32
1.19 0.90 -0.13
1.14 0.79 0.03
0.24 0.82 -1.65
0.50 2.91 -0.83
-3.79 -2.49 3.98
2.59 0.15 -3.29
0.57 -2.17 1.55
-1.69 -0.97 -1.96
2.25 0.38 -0.70
0.64 2.26 -0.66
-0.55 -1.66 -2.01
-1.65 -1.79 0.03
-0.10 1.18 2.03
-1.49 -1.04 -1.27
1.45 1.15 -1.49
-0.41 -1.49 1.91
-2.08 0.48 -1.15
1.18 -0.50 1.32
1.20 -2.28 -0.20
1.42 1.06 1.75
-1.77 -0.10 -1.61
1.21 2.48 0.18
0.82 -2.13 1.16
-1.14 -0.66 -2.36
-1.71 -0.38 1.68
1.78 1.34 1.53
-0.34 -0.14 0.02
0.77 -0.57 -0.47
-1.69 -0.26 1.59
2.51 -2.02 -0.74
-0.88 2.64 -0.57
-2.03 1.37 0.47
0.74 -0.77 0.71
0.08 -0.90 -0.63
1.28 0.23 -0.62
0.23 0.00 0.06
-0.12 0.17 0.10
0.15 0.03 0.06
-0.38 0.08 0.17
-0.35 0.14 -0.06
-0.03 -0.28 0.23
0.25 0.79 0.30
-1.54 -1.38 0.36
0.06 2.96 1.17
1.41 -1.68 -1.85
-0.18 -2.55 -0.81
-0.87 0.97 0.24
0.40 0.50 1.08
0.75 1.19 -0.47
-0.07 0.17 -0.09
-0.04 -0.11 -0.08
0.00 0.15 -0.10
-0.16 -0.42 -0.02
0.06 -0.32 0.04
0.26 -0.18 0.15
-0.93 -0.26 0.06
1.94 -0.74 -0.65
-2.87 -1.49 -0.45
1.15 2.53 0.94
2.32 1.06 0.38
-0.56 -0.71 -0.94
-0.60 -0.88 0.62
-1.32 0.60 0.15
-0.15 0.04 -0.15
0.12 0.11 -0.03
-0.12 0.07 -0.11
0.40 0.01 0.04
0.29 0.02 0.18
-0.20 -0.17 -0.26
-0.30 0.84 0.16
0.39 -1.17 -1.66
-0.48 3.20 -0.11
0.42 -2.23 1.89
0.31 -2.59 -0.31
0.45 1.00 -0.62
-0.98 0.70 -0.15
0.14 1.02 1.11
0.12 0.19 0.04
0.09 -0.30 -0.09
0.13 0.09 0.07
0.03 -0.39 -0.18
-0.11 -0.31 -0.04
-0.26 -0.13 0.22
-0.13 0.03 -0.88
0.00 -1.41 1.47
-0.21 -0.69 -3.16
0.51 2.22 1.90
-0.01 0.14 2.63
0.44 -0.86 -0.83
-0.90 -0.15 -0.77
0.40 0.88 -1.18
0.15 -0.01 -0.13
0.07 0.00 0.13
0.14 0.04 -0.12
-0.02 -0.12 0.42
-0.16 0.05 0.28